(w)
Density functional theory data (ωB97M-V/def2-TZVPD) for a gas-phase ion, C5H11N2 (charge +1).

Results
SMILES = [NH2+]=C1CCNCC1
orbital gap = 9.23 eV
HOMO energy = -0.4986 hartree
charge = +1
LUMO energy = -4.34 eV

Each line ends with the Löwdin charge.
CARTESIAN COORDINATES (ANGSTROEM)
C1 -0.385 1.353 -0.346  -0.0717
C2 -0.348 -1.127 -0.673  -0.0459
C3 1.098 1.101 -0.013  -0.1849
C4 0.953 -1.327 0.185  -0.1522
C5 -1.046 0.069 -0.134  -0.2088
N1 -2.081 -0.079 0.637  0.2977
N2 1.114 -0.061 0.809  -0.0965
H1 -0.839 2.110 0.138  0.0867
H2 -0.390 1.581 -1.474  0.1822
H3 -0.039 -1.187 -1.656  0.1150
H4 -0.982 -1.907 -0.481  0.0926
H5 1.618 1.216 -0.941  0.1232
H6 1.382 1.881 0.718  0.1504
H7 1.034 -2.108 0.864  0.1022
H8 1.865 -1.464 -0.585  0.1678
H9 -2.404 0.839 0.860  0.1415
H10 -2.620 -0.870 0.960  0.1697
H11 2.069 -0.018 1.131  0.1309

=====

(x)
Density functional theory data (ωB97M-V/def2-TZVPD) for a gas-phase ion, C5H11N2 (charge +1).

Results
SMILES = C/[NH+]=C1\NC1(C)C
orbital gap = 11.58 eV
HOMO energy = -0.5555 hartree
charge = +1
LUMO energy = -3.53 eV

Each line ends with the Löwdin charge.
CARTESIAN COORDINATES (ANGSTROEM)
C1 -0.466 -0.120 -0.082  -0.1253
C2 1.034 -0.151 -0.014  -0.4014
C3 1.635 1.260 -0.155  0.0197
C4 1.813 -1.328 -0.433  -0.0003
C5 -2.869 0.074 0.208  -0.0208
N1 0.162 -0.388 1.130  0.2257
N2 -1.633 0.102 -0.529  0.0558
H1 1.078 1.901 -0.853  0.0961
H2 2.680 1.120 -0.324  0.0762
H3 1.556 1.783 0.857  0.1186
H4 1.444 -2.186 0.038  0.0745
H5 2.899 -1.387 0.014  0.1550
H6 1.825 -1.419 -1.435  0.0563
H7 -2.606 0.574 1.224  0.1305
H8 -3.708 0.660 -0.344  0.1379
H9 -3.140 -0.996 0.338  0.1112
H10 -0.012 0.151 1.885  0.0998
H11 -1.692 0.352 -1.526  0.1905

=====

Which of them is most stable, and which least? Most stable: (w); least stable: (x).